[1]
Here is 9 unconnected molecules or ions with the total composition BH22NO7 from OMol25. Energies are from ωB97M-V/def2-TZVPD.

The geometry in XYZ format:
```
31
Properties=species:S:1:pos:R:3
N 0.91258 -0.13140 -0.11567
H 0.15556 -0.50581 -0.22998
H 0.93091 0.20911 0.66233
H 1.04714 0.61022 -0.82504
H 1.73988 -0.77381 -0.27212
B -0.25571 4.27104 -0.25093
H -0.38337 4.26190 0.94893
H 0.39988 5.29840 -0.58514
H 0.47574 3.29732 -0.61005
H -1.19905 4.09042 -0.70824
O -2.63923 -1.53745 -1.66566
H -3.17440 -2.06757 -2.26233
H -1.80578 -1.76659 -1.92444
O -0.96973 0.14718 3.33628
H -0.51733 -0.27956 4.11866
H -0.54183 0.97992 3.07442
O 2.22839 -3.23181 -0.42331
H 2.78548 -3.40702 0.14294
H 2.96535 -3.15036 -1.05649
O -0.87261 -1.79145 1.55824
H -1.47988 -2.41078 1.27720
H -1.42878 -1.30954 2.04726
O -0.26831 -2.98102 -1.40358
H -0.73842 -3.63053 -0.99441
H 0.53524 -3.02547 -1.05095
O 0.25704 0.31130 -3.43251
H 1.17108 0.37544 -3.71742
H -0.03044 1.09640 -3.24750
O 0.11112 2.04267 2.60824
H -0.26790 2.77977 2.06301
H 0.85736 2.22908 2.93825
```

frontier orbital gap: 6.774 eV
net charge: 0
highest occupied orbital energy: -7.76 eV



[2]
Here is 2 unconnected molecules or ions with the total composition C4H14N3O from OMol25. Energies are from ωB97M-V/def2-TZVPD.

The geometry in XYZ format:
```
22
Properties=species:S:1:pos:R:3
C -0.43723 1.84765 0.71293
C 0.11387 1.50368 -0.63492
C 1.34897 0.53157 -0.74906
N 0.93529 -2.31811 -1.25943
C 1.21453 -1.74868 -0.04470
N 1.34999 -0.49428 0.21621
N -0.36138 0.64069 1.69869
H -1.47025 2.18895 0.74487
H 0.04014 2.75009 1.09753
H 0.23302 2.42846 -1.25575
H -0.64408 0.91958 -1.17891
H 2.20202 1.25040 -0.47755
H 1.57371 0.23830 -1.77970
H 1.07472 -3.30828 -1.35360
H 0.80027 -1.79324 -2.10583
H 1.31445 -2.40236 0.82137
H -0.46453 0.99363 2.64425
H 0.54683 0.14570 1.59416
H -1.20284 0.07367 1.53024
H -2.31161 -1.69066 -0.45461
H -3.40833 -0.86630 0.15695
O -2.44754 -0.89046 0.07686
```

2S+1: 2
frontier orbital gap (spin up / spin down): 2.109 / 9.363 eV
net charge: 0
highest occupied orbital energy (spin up / spin down): -1.81 / -8.76 eV



[3]
Here is a molecular structure, C15H11BCl6F4FeO5Te from OMol25. Energies are from ωB97M-V/def2-TZVPD.

The geometry in XYZ format:
```
44
Properties=species:S:1:pos:R:3
Fe 0.47887 -1.84032 -0.80491
Cl 5.93185 -2.18293 4.46670
C 4.92578 -2.14889 3.06079
C 3.56128 -2.42902 3.15822
Cl 2.87951 -2.80417 4.69676
C 2.75431 -2.41998 2.03844
Cl 1.09053 -2.84563 2.13791
C 3.25922 -2.11299 0.73129
O 2.55441 -2.10335 -0.32297
C 4.65272 -1.82074 0.68615
Cl 5.29944 -1.41149 -0.85930
C 5.45997 -1.85126 1.80990
Cl 7.14817 -1.51545 1.66775
O 0.55134 -2.21962 -4.80047
Cl 0.57508 -2.07826 -3.37688
O 0.90380 -3.32677 -2.75124
O -0.72451 -1.64241 -2.89962
O 1.53535 -1.08213 -2.98174
F -0.97202 -3.32714 -0.18847
B -1.22188 -4.63448 0.43299
F -1.88057 -4.39334 1.64311
F -2.02562 -5.37756 -0.42551
F 0.01131 -5.24338 0.64304
C -4.19701 5.05313 -0.74418
C -3.20696 3.93104 -0.56221
C -2.59924 3.31627 -1.64660
C -1.65197 2.30880 -1.48668
C -1.03195 1.68887 -2.70549
C -1.27616 1.89993 -0.19592
Te 0.31613 0.49962 0.10367
C -1.91845 2.48578 0.90451
C -1.60778 2.06945 2.31887
C -2.86477 3.48652 0.70700
H -4.37020 5.25297 -1.80212
H -3.82696 5.97076 -0.28025
H -5.15586 4.81139 -0.27945
H -2.86347 3.63215 -2.65203
H -1.48272 2.08074 -3.61992
H -1.15242 0.60788 -2.69615
H 0.04205 1.88603 -2.72859
H -1.41675 0.99867 2.37096
H -2.43691 2.31989 2.98333
H -0.70614 2.57395 2.67530
H -3.34080 3.93746 1.57400
```

2S+1: 5
frontier orbital gap (spin up / spin down): 6.352 / 6.441 eV
net charge: -2
highest occupied orbital energy (spin up / spin down): -2.29 / -2.38 eV



[4]
Here is a molecular structure, CH2N2O from OMol25. Energies are from ωB97M-V/def2-TZVPD.

The geometry in XYZ format:
```
6
Properties=species:S:1:pos:R:3
C -2.59988 -0.03719 -0.10100
N -3.66077 0.34066 0.08988
N 0.10221 -0.49335 0.08854
O -1.12962 -1.12514 -0.09316
H 0.74767 -0.32186 -0.71709
H 0.18079 0.03695 0.94830
```

frontier orbital gap (spin up / spin down): 9.157 / 9.157 eV
net charge: 0
highest occupied orbital energy (spin up / spin down): -10.57 / -10.57 eV



[5]
Here is a molecular structure, C40H33IrN5O2SSe from OMol25. Energies are from ωB97M-V/def2-TZVPD.

The geometry in XYZ format:
```
83
Properties=species:S:1:pos:R:3
Ir -0.30397 -0.80216 0.43896
C 0.73962 -3.42647 -0.77395
O -0.12216 -2.29575 -1.06647
C -1.42110 -2.72022 -1.42335
C -1.57659 -3.56165 -2.53067
C -2.81470 -3.79363 -2.99480
C -3.92955 -3.13636 -2.43950
C -3.75598 -2.18939 -1.43183
C -2.48921 -2.06972 -0.85879
N -2.20685 -1.08513 0.21194
N -3.12852 -0.74253 0.90234
C -3.15181 0.13395 1.81447
C -1.91917 1.19556 1.85720
O -0.72154 0.77042 1.61412
C -2.11450 2.25363 2.53463
C -3.18923 2.36668 3.56224
C -4.31083 1.51163 3.40966
C -5.32786 1.49597 4.44400
C -6.41674 0.58444 4.35974
C -6.61923 -0.45689 3.39064
C -5.53072 -0.32580 2.35529
C -4.43445 0.45342 2.46916
H 1.20592 -3.78535 -1.74730
H 0.04974 -4.21733 -0.37905
H 1.57175 -3.17474 -0.20890
H -0.87723 -4.04075 -3.11084
H -2.93365 -4.47219 -3.81988
H -4.90537 -3.48560 -2.77283
H -4.51659 -1.53070 -1.02844
H -1.23475 2.83107 2.39147
H -3.41389 3.18224 4.18565
H -5.37628 2.06552 5.40174
H -7.30091 0.55576 5.03236
H -7.47997 -0.99313 3.20379
H -5.29459 -0.99593 1.52172
C 3.52285 4.53122 -0.32828
C 3.83224 3.34382 -1.24845
C 2.53402 3.33883 -2.16297
C 4.90788 3.80556 -2.27389
C 3.86516 2.02565 -0.57603
C 5.11389 1.73809 0.10891
C 5.21949 0.56927 0.88766
C 4.09882 -0.15543 1.13421
S 3.80063 -1.43428 2.31668
C 2.10119 -1.41063 1.84433
N 1.72369 -0.68839 0.81129
C 2.83870 0.15872 0.53475
C 2.80557 1.27251 -0.14609
C 1.11757 -2.42730 2.43092
C 1.39592 -3.17974 3.52719
C 0.37655 -3.82262 4.23111
C -0.89597 -3.61472 3.64723
C -1.20136 -2.81294 2.58919
C -0.16400 -2.17285 1.92130
H 3.51835 5.39444 -0.93489
H 4.32021 4.64480 0.36907
H 2.58519 4.44801 0.19835
H 2.51405 4.14107 -3.00765
H 1.70383 3.39987 -1.51121
H 2.58761 2.32109 -2.53362
H 4.66880 4.78962 -2.50283
H 4.96073 3.14460 -3.21788
H 5.91064 3.59608 -1.78407
H 6.01113 2.34139 -0.06284
H 6.23615 0.50908 1.41969
H 1.93745 1.58590 -0.54844
H 2.42563 -3.06819 3.96094
H 0.45213 -4.35458 5.18323
H -1.76734 -4.06948 4.13544
H -2.20470 -2.45478 2.41781
Se -1.41891 1.70880 -1.73623
N -0.27718 0.32784 -1.59489
C 0.64369 0.40076 -2.70243
C 1.49700 -0.42958 -3.08494
C 2.30357 -0.26030 -4.37167
C 1.68446 0.50571 -5.20229
C 0.81613 1.57119 -4.87819
C 0.05799 1.50792 -3.72587
N -0.99879 2.13883 -3.37291
H 1.96472 -1.18359 -2.45722
H 3.20501 -0.89643 -4.54191
H 2.28380 0.73546 -6.05079
H 0.63674 2.34081 -5.62535
```

2S+1: 6
frontier orbital gap (spin up / spin down): 6.785 / 4.331 eV
net charge: +2
highest occupied orbital energy (spin up / spin down): -12.08 / -13.22 eV



[6]
Here is a molecular structure, C35H42BrCsN4OSSi3 from OMol25. Energies are from ωB97M-V/def2-TZVPD.

The geometry in XYZ format:
```
88
Properties=species:S:1:pos:R:3
Cs -0.52883 -0.11132 0.19107
Br -7.01021 0.35171 5.03530
C -5.63118 0.45511 3.71977
C -5.89916 0.06714 2.40284
C -4.92876 0.17568 1.44350
C -3.61230 0.68448 1.72166
O -2.76730 0.90336 0.82030
C -3.34543 0.96315 3.11776
C -2.04514 1.33552 3.64477
N -0.88639 1.03380 3.18468
C 0.22497 1.41873 3.95097
C 0.21708 1.49298 5.32850
C 1.35497 1.89388 6.05357
C 2.52046 2.20237 5.41396
C 2.59986 2.07563 4.00720
C 3.79758 2.31224 3.29072
C 3.83090 2.10233 1.94568
C 2.65450 1.64880 1.30846
N 1.52343 1.45190 1.93238
C 1.46478 1.66396 3.26940
C -4.37793 0.89872 4.06220
H -6.88119 -0.31108 2.14473
H -5.13327 -0.10523 0.41740
H -2.12265 1.92150 4.57253
H -0.67320 1.21925 5.87877
H 1.29472 1.94762 7.13430
H 3.40275 2.51217 5.96244
H 4.67582 2.64539 3.83309
H 4.71651 2.26562 1.34704
H 2.67564 1.45652 0.23922
H -4.16871 1.17497 5.09049
C -1.56689 -5.88923 0.59537
Si -0.92128 -4.12684 0.96885
C -2.46330 -3.15909 1.51604
C -0.00820 -4.33700 2.62496
C 0.04765 -3.40104 -0.37755
Si 1.85132 -3.51773 -0.22677
C 2.49718 -5.31738 -0.14045
C 2.61391 -2.64338 1.28386
C 2.85069 -2.82048 -1.68127
Si -0.73122 -3.23464 -1.98646
C -0.83741 -4.83758 -3.02538
C -2.52061 -2.61161 -1.92199
C 0.13692 -2.00458 -3.18970
C 0.75030 -2.40861 -4.37475
C 1.47862 -1.50237 -5.13446
C 1.57837 -0.19456 -4.69882
C 0.89023 0.15876 -3.54341
N 0.18277 -0.70639 -2.82409
H -2.02950 -6.33486 1.48311
H -0.75498 -6.54084 0.26375
H -2.32198 -5.87230 -0.19678
H -3.00510 -3.74222 2.26927
H -3.16503 -2.94067 0.71056
H -2.21664 -2.20157 1.98776
H -0.73495 -4.78303 3.31285
H 0.29290 -3.37374 3.04335
H 0.87015 -4.98462 2.60015
H 2.06412 -5.88904 0.68470
H 3.58777 -5.35260 -0.04034
H 2.22673 -5.82711 -1.07030
H 2.50458 -3.21078 2.20992
H 2.17485 -1.65548 1.45388
H 3.68424 -2.49556 1.10908
H 2.69005 -3.36856 -2.61209
H 3.90671 -2.93371 -1.41156
H 2.67906 -1.76249 -1.89046
H -1.40351 -5.59562 -2.47801
H 0.16144 -5.24786 -3.20119
H -1.32183 -4.68340 -3.99552
H -3.20437 -3.36798 -1.52762
H -2.84715 -2.36647 -2.93749
H -2.64215 -1.71468 -1.31045
H 0.69131 -3.44524 -4.68269
H 1.98328 -1.82704 -6.03816
H 2.18132 0.55078 -5.19959
H 0.95604 1.17744 -3.16838
S 4.06112 2.64935 -2.82760
C 3.04062 3.43378 -1.69063
C 3.56227 4.41572 -0.80618
C 2.75541 5.01832 0.13072
C 1.40751 4.66587 0.20095
C 0.96490 3.72091 -0.70925
N 1.72186 3.12082 -1.62326
H 4.61188 4.66545 -0.88373
H 3.17605 5.75312 0.81048
H 0.72950 5.08671 0.93122
H -0.07544 3.40977 -0.68284
```

frontier orbital gap: 5.506 eV
net charge: -2
highest occupied orbital energy: -1.88 eV



[7]
Here is a single C2H3ClNOP molecule from OMol25. Energies are from ωB97M-V/def2-TZVPD.

The geometry in XYZ format:
```
9
Properties=species:S:1:pos:R:3
C 0.14169 0.05998 0.07308
P 1.90073 0.03098 0.48501
O 2.10991 0.18730 1.93882
Cl 2.82553 1.30829 -0.58884
C 2.49878 -1.52773 -0.22783
N 2.73858 -2.48866 -0.78691
H -0.29531 1.01335 0.25189
H -0.04363 -0.26731 -0.94518
H -0.04943 -0.90302 0.59180
```

SMILES: C[P@](=O)(Cl)C#N
frontier orbital gap: 11.993 eV
net charge: 0
highest occupied orbital energy: -11.42 eV



[8]
Here is a molecular structure, C5H10OPZn from OMol25. Energies are from ωB97M-V/def2-TZVPD.

The geometry in XYZ format:
```
18
Properties=species:S:1:pos:R:3
C 0.24267 -0.03869 -1.69811
C -0.83348 -0.91284 -1.94947
C -0.63322 -2.11959 -1.20636
C 0.59705 -2.01526 -0.53356
C 1.14312 -0.66756 -0.72530
Zn 0.86540 0.97637 0.89612
P -0.38853 2.86340 0.92676
H 0.41728 0.95886 -2.12059
H -1.68581 -0.70655 -2.59298
H -1.30268 -2.97816 -1.23185
H 2.20896 -0.41939 -0.64717
H 1.11525 -2.81755 -0.01655
H -1.47313 2.96463 1.86537
H -0.98186 3.40345 -0.26204
H 0.47083 3.93239 1.35806
O 0.18616 -0.52569 2.38569
H 0.68240 -0.82439 3.18367
H -0.63041 -1.07345 2.36831
```

frontier orbital gap (spin up / spin down): 3.757 / 3.758 eV
net charge: -1
highest occupied orbital energy (spin up / spin down): -0.74 / -0.75 eV



Asked for total energy across the records above, the calculation gives -16848.0717 -10888.4055 -154335.7212 -6091.5956 -132554.4453 -150048.9403 -27472.0193 -65097.7484 eV in order.